{"formula": "C35H33ClFeIN11O", "method": "ωB97M-V with the def2-TZVPD basis set", "total_charge": 1, "gap_ev": [7.29, 6.96], "multiplicity": 2, "s2": 0.767, "species": ["C", "C", "C", "H", "N", "C", "N", "C", "H", "C", "N", "H", "C", "C", "H", "H", "C", "H", "N", "H", "C", "H", "H", "H", "C", "H", "H", "H", "C", "N", "H", "N", "C", "C", "C", "C", "Cl", "C", "H", "C", "N", "C", "H", "C", "C", "N", "N", "H", "H", "H", "C", "C", "H", "N", "H", "H", "H", "H", "I", "H", "C", "H", "C", "C", "O", "C", "H", "C", "H", "C", "Fe", "H", "C", "C", "N", "H", "C", "C", "C", "H", "H", "H", "C"], "xyz": [[1.8895, 1.1220, -4.1606], [-1.2970, -2.6454, -1.5527], [0.1523, -3.8318, -0.0993], [-1.3241, 2.6213, 2.6342], [0.6974, 0.9548, -2.1163], [0.9157, 3.1034, -3.2156], [2.7293, -0.0047, 0.6481], [2.0801, -1.8216, -0.8515], [-0.4399, -5.8129, 0.4128], [1.3867, 0.3842, -3.0730], [-1.8139, -1.4568, 1.6978], [2.0169, 4.3016, 6.3065], [-0.3627, 2.7839, -1.1058], [-0.1197, -2.6603, -0.8143], [-1.0144, 2.1170, 6.4416], [6.8959, -2.4197, -0.5161], [-0.1533, 4.9779, -2.1297], [-0.4337, 4.4751, 6.5300], [-1.6841, -0.2815, -1.5799], [-2.4695, 1.5931, -2.0447], [-0.7568, 1.8624, 3.1490], [6.4785, -3.7660, -1.5764], [0.4364, 4.2666, 3.6034], [3.3661, 2.5194, 2.5816], [0.4393, 2.2907, -2.1766], [-3.0934, -3.6463, -2.1393], [-2.4145, -2.2072, -4.0660], [1.3751, 2.7907, 6.9593], [3.4909, 0.5492, 1.6105], [0.2062, 0.7315, 4.7231], [4.1499, -3.9744, -2.4903], [0.7145, -1.5270, -0.7242], [-0.6318, 4.1358, -1.1044], [6.3101, -2.7064, -1.3886], [-1.8738, -4.8954, -0.8935], [1.8991, 1.9332, 1.0152], [1.1528, 5.5427, -4.4105], [1.6684, 2.4685, -4.2294], [2.4549, 0.6078, -4.9244], [-2.7542, -0.0558, -3.5377], [-0.5623, 1.7993, 4.4703], [-0.0162, 3.8970, 5.6997], [-3.3055, 0.3755, -4.3539], [-2.3086, -1.3524, -3.4199], [3.8637, -3.1583, -1.8377], [0.4605, 0.1802, 3.5934], [-0.1179, 0.8673, 2.5848], [-0.3847, 6.0338, -2.1028], [-3.2698, -6.1943, -1.8957], [0.6254, 5.6701, 4.6423], [-1.1603, -0.8675, 0.9554], [1.3872, 3.4402, 6.0834], [-0.9913, 5.1322, 4.1880], [1.7418, 0.8384, 0.2781], [-2.3700, -1.9666, 2.3516], [-2.2953, -6.9910, -0.6601], [-1.9778, 3.0583, 5.2935], [1.0523, -3.8731, 0.5010], [-1.7621, 4.9270, 0.4497], [2.0563, 3.0557, -5.0504], [4.4253, -1.3735, -0.3842], [1.2001, 2.7466, 0.9264], [-2.8149, -6.0684, -0.9137], [-2.1693, -3.7288, -1.5792], [-0.7896, 1.9245, -0.2071], [0.0087, 4.7895, 4.4632], [5.1631, -0.7457, 0.0991], [0.5935, 4.4824, -3.1600], [1.8557, 2.8856, 5.2670], [2.9931, 1.8029, 1.8717], [-0.0535, 0.1892, -0.4148], [-3.6227, -5.9347, -0.1916], [2.5254, -2.8544, -1.6898], [3.0749, -1.0947, -0.1976], [-1.6668, -1.4580, -2.2414], [1.5612, -0.6793, -2.9896], [-0.9715, 2.7133, 5.5320], [4.8482, -2.4205, -1.1855], [-0.6927, -4.9220, -0.1495], [6.7001, -2.1539, -2.2458], [4.3363, 0.0239, 2.0185], [1.7912, -3.4355, -2.2325], [-2.3369, 0.5725, -2.3615]]}

---

{"formula": "C35H33F5N8STi", "method": "ωB97M-V with the def2-TZVPD basis set", "de_lowest_kcal_mol": 25.4, "total_charge": -2, "gap_ev": [3.58, 3.59], "species": ["N", "H", "C", "C", "H", "C", "C", "C", "C", "H", "H", "C", "C", "N", "H", "H", "C", "C", "C", "N", "H", "C", "F", "H", "C", "C", "F", "H", "N", "C", "H", "S", "C", "H", "H", "F", "H", "H", "C", "H", "N", "F", "H", "H", "H", "C", "H", "C", "H", "Ti", "H", "C", "C", "N", "H", "C", "H", "C", "H", "C", "C", "H", "H", "C", "C", "C", "H", "F", "N", "C", "H", "C", "C", "H", "N", "H", "C", "C", "H", "H", "C", "C", "H"], "xyz": [[-1.6176, 2.4533, 2.5169], [2.0173, -1.6952, -6.7806], [-2.9107, -3.3106, -0.0876], [-0.1298, -1.7751, -3.5901], [-3.1267, -4.0904, -0.8031], [-2.0398, -2.2694, -0.5191], [-0.0515, 2.6503, -2.3048], [0.9986, -0.3392, 2.3892], [2.6063, -1.6551, 4.3597], [-4.0885, -4.1097, 1.5143], [3.2067, -2.1674, 5.1009], [2.3199, -0.8316, 2.1148], [1.2768, -0.5309, -5.1414], [-3.1857, 1.3195, 0.0659], [1.5526, -3.0791, 1.7294], [-0.9065, 2.5394, 3.2365], [0.7416, -2.8659, -5.5135], [0.1134, 3.9643, -2.7903], [1.0389, -3.8046, 1.1032], [0.3967, 1.6954, -3.1266], [-1.9222, -0.4766, 2.2079], [2.0681, 2.3917, 0.4744], [1.0735, 2.9945, 1.1907], [1.3931, -4.8154, 1.3023], [3.3486, 2.8883, 0.5983], [-0.7703, -1.5049, -2.3343], [5.6743, 2.7023, 0.0499], [-0.5194, -3.8296, -4.0518], [-0.5397, -0.2095, -1.9689], [4.3962, 2.2362, -0.0556], [-3.2088, 0.4919, -0.5244], [1.3087, -3.3895, -0.6425], [-2.8909, 2.0984, 3.1046], [-0.1912, 6.0653, -2.4502], [-4.2766, 0.3055, 1.5032], [5.1461, 0.4238, -1.3956], [0.5994, 4.0675, -3.7482], [-1.2775, 5.6293, -0.2128], [-0.3211, 5.0582, -2.0733], [4.0896, -1.7883, 2.8133], [-1.5496, -2.4051, -1.7441], [2.5417, -0.4563, -1.6467], [-3.9071, 3.3290, 1.6622], [-3.2437, 2.1442, -0.5252], [2.6995, -0.7012, 1.1088], [1.7111, 1.2842, -0.3029], [-3.0399, 2.7394, 3.9863], [0.1757, 0.4002, -2.9678], [-0.4400, -0.2201, 4.0062], [-0.2392, 0.5893, -0.1742], [3.4700, -2.7172, 0.1668], [-3.0630, -2.2726, 2.0432], [3.1274, -3.3612, -0.6369], [-0.6576, 2.4236, -1.0818], [-0.0303, -3.7372, 1.2724], [-3.4261, -3.3187, 1.1771], [-1.2723, 1.7159, 1.8804], [-0.9309, 4.8156, -0.8370], [0.9332, -1.3614, 5.6639], [-0.0229, -2.9225, -4.3662], [0.5540, -0.5575, 3.7333], [-2.9474, 1.0491, 3.4426], [1.7806, 0.3802, -5.4361], [1.3274, -1.2030, 4.6630], [-4.0581, 2.3588, 2.1406], [2.7996, 0.6755, -0.9340], [3.5200, -4.3704, -0.5140], [3.6169, 4.0035, 1.3344], [-1.7371, -1.2236, 0.3219], [-4.2524, 1.3007, 1.0472], [3.4266, -2.9514, -1.5949], [0.5067, -0.5686, -3.9855], [-2.2311, -1.2857, 1.5590], [0.8505, -3.7509, -6.1311], [0.2698, 0.2748, 1.5004], [-4.9790, 2.4061, 2.7327], [3.0891, -1.4460, 3.0701], [4.1128, 1.0957, -0.8130], [-3.4292, -2.2377, 3.0612], [-1.5209, 3.3317, 0.5645], [1.3962, -1.6867, -5.8908], [-1.0719, 3.5167, -0.4034], [-5.2483, 1.4813, 0.5869]]}

---

{"formula": "C35H33IrN3OSSiTe", "method": "ωB97M-V with the def2-TZVPD basis set", "total_charge": -1, "gap_ev": [5.72, 5.84], "multiplicity": 5, "s2": 6.016, "species": ["H", "H", "C", "H", "S", "H", "H", "H", "Ir", "C", "H", "H", "C", "C", "H", "C", "C", "H", "C", "C", "C", "C", "H", "H", "H", "C", "C", "C", "H", "C", "H", "C", "C", "C", "Si", "C", "H", "H", "C", "H", "H", "C", "C", "H", "H", "H", "H", "C", "H", "O", "H", "C", "C", "C", "C", "C", "C", "C", "H", "H", "C", "H", "C", "H", "Te", "C", "H", "N", "N", "C", "N", "H", "C", "C", "H", "H"], "xyz": [[0.6317, -4.7791, 0.2883], [5.1306, 4.0157, 1.4005], [-2.7767, -2.4635, -3.6486], [-5.2257, -0.3423, -0.1446], [1.2958, 1.0748, 3.7434], [-0.2547, -3.1033, -3.6891], [3.5263, -2.2952, 4.3046], [-4.4686, -2.4239, -5.6693], [1.2494, -0.4021, 1.5998], [-4.5503, -1.4913, -2.3869], [0.1184, -0.2352, -4.3012], [-0.8829, 2.0664, 2.6197], [1.8860, 3.0894, 0.9013], [2.3784, -3.4221, 2.8585], [1.6959, 1.3045, -5.4492], [1.2830, 4.2433, 1.4004], [-0.9462, 2.0674, 0.4721], [-3.5717, -0.1523, 0.4598], [1.8116, -5.7432, 3.3215], [2.2851, 2.2744, -3.6253], [3.4264, 5.2267, 1.8819], [2.1110, 2.3490, -2.2492], [0.7162, -6.7567, 1.7651], [4.0198, 6.0566, 2.2478], [-5.5710, -1.1249, -2.3287], [-3.7385, -1.4216, -1.2618], [-1.9334, -2.4033, -2.5427], [2.4125, -4.5582, 3.6804], [1.5498, 6.1791, 2.2901], [3.2829, 3.0280, 0.9237], [3.7760, 2.1252, 0.5742], [4.0486, 4.0849, 1.3946], [-2.4244, -1.8926, -1.3407], [-3.1479, 2.5256, -0.4582], [0.9093, 1.5569, 0.3017], [-1.7979, 2.2387, -0.6224], [-0.4072, -3.8473, -2.0917], [-0.1672, -0.1084, -1.8670], [3.0367, 0.9343, 3.8098], [-5.7923, -2.8709, -4.5867], [4.7035, 1.9848, 4.2079], [2.0403, 5.2990, 1.8900], [-4.2814, -0.8596, 0.0231], [1.8265, -6.5911, 3.9943], [-3.2619, 2.6034, 2.9170], [2.9821, 2.9411, -4.1206], [-3.7812, 2.6362, -1.3317], [0.5234, 0.5712, -2.3585], [-4.4466, -1.6569, 0.7539], [1.5510, -2.4589, 0.8132], [3.2618, 2.8714, 4.2844], [-2.8541, 2.5017, 1.9175], [0.6840, 0.4952, -3.7330], [-4.0907, -2.0225, -3.5873], [1.6785, -3.4816, 1.6191], [1.5681, 1.3527, -4.3743], [-0.5207, -2.9130, -2.6494], [1.1755, -5.8270, 2.0807], [0.2018, 4.3175, 1.4050], [-5.5087, -1.1739, -4.9634], [-1.5109, 2.2001, 1.7458], [-4.7331, 2.8914, 0.9437], [3.0079, -2.2203, 3.3473], [2.9260, -4.4782, 4.6333], [-1.1995, -1.9067, 0.4078], [1.2178, 1.5074, -1.5850], [-2.3993, -2.8712, -4.5814], [2.9954, -1.0694, 2.7756], [3.7131, 1.9779, 4.4023], [-3.6815, 2.6632, 0.8139], [3.7157, -0.0760, 3.3941], [-1.4000, 2.1628, -1.6249], [1.1224, -4.7309, 1.2523], [-5.0139, -2.1278, -4.7736], [2.6701, 3.0851, -1.6843], [0.1939, -2.2003, -2.2307]]}